ORCA calculation (ωB97M-V/def2-TZVPD) on a cluster of 4 separate species, C4H16N2O2 in total at a distorted geometry.

The frontier orbital gap (alpha / beta) is 0.259 / 0.158 Ha. The relative energy (zero: lowest compared OMol25 entry of this formula, charge and spin) comes out at 3.450 eV. For the LUMO energy (alpha / beta), the calculation gives 3.80 / 1.31 eV. As for the spin multiplicity: 2. Its net charge is -1. As for the highest occupied orbital energy (alpha / beta): -3.240 / -2.980 eV.

CARTESIAN COORDINATES (ANGSTROEM)
O (-2.982, 0.379, 0.235)
O (2.664, 0.186, -0.367)
N (0.753, 0.379, 1.161)
N (0.876, -1.871, 0.358)
C (-0.134, 1.334, -1.085)
C (-0.229, 1.153, 0.457)
C (-0.486, 0.068, -1.875)
C (0.384, -1.006, 1.420)
H (1.738, -1.441, -0.008)
H (-1.259, 0.821, 0.702)
H (3.619, 0.279, -0.331)
H (-3.518, 0.380, 1.038)
H (1.733, 0.366, 0.588)
H (-3.951, -2.163, -0.446)
H (0.800, -1.288, 2.390)
H (0.853, 1.757, -1.283)
H (-0.703, -1.038, 1.468)
H (-0.215, 2.175, 0.861)
H (-1.382, -0.360, -1.437)
H (0.331, -0.655, -1.805)
H (-0.931, 2.039, -1.334)
H (-0.629, 0.341, -2.921)
H (1.073, -2.773, 0.782)
H (-3.454, -1.835, -0.893)